This record from the OMol25 dataset describes C4H4Cl2GaLaN2O4 as an isolated structure. The level of theory is the ωB97M-V functional and the def2-TZVPD basis.

The geometry in XYZ format:
```
18
Properties=species:S:1:pos:R:3:mulliken_charge:R:1
La -1.9670 -0.9639 -3.7691 1.975
Ga 0.0583 0.5876 0.0110 0.498
Cl -1.7473 1.4716 -0.6405 -0.141
Cl 0.0213 -1.4768 -1.9423 -0.393
O 2.5138 2.5674 0.3813 0.002
O 0.6710 0.9636 -4.9544 0.129
O -0.4534 -0.5908 1.4555 -0.312
O 0.7403 -2.4616 -5.1347 0.134
N 0.1220 1.0543 3.0265 -0.347
N -0.2725 -1.1623 3.6262 -0.364
C 1.6832 1.7723 0.1679 0.648
C -0.3020 0.5224 -4.4959 0.142
C -0.3200 -2.1180 -4.7664 0.142
C -0.2368 -0.2082 2.6825 0.955
H 0.1570 1.2332 4.0321 0.261
H -0.5187 -2.0907 3.2917 0.271
H -0.0138 1.8648 2.4072 0.163
H -0.1353 -0.9648 4.6212 0.237
```

Its energy above the lowest of the compared OMol25 structures with the same formula, charge and spin is 16.8 kcal/mol. The LUMO energy comes out at -17.44 eV. The frontier orbital gap comes out at 0.213 hartree. Its net charge is +4. The value obtained for the max |F| is 13.18 eV Å⁻¹. The molecular weight is 423.62 g mol⁻¹. The HOMO energy comes out at -23.23 eV.

---

This record from the OMol25 dataset describes C32H35CrN3O2PS4 as an isolated structure. The level of theory is the ωB97M-V functional and the def2-TZVPD basis.

The geometry in XYZ format:
```
78
Properties=species:S:1:pos:R:3:mulliken_charge:R:1
Cr 0.0000 0.0000 0.0000 -2.401
S -1.8809 1.3641 0.0000 0.320
S -4.5583 -0.0832 1.9110 -0.129
S 1.0745 3.3072 -0.0001 -0.432
S -1.8730 -1.3584 0.0000 0.203
P 2.2247 0.0000 -0.1916 3.416
O -1.4668 -0.3831 2.3827 -0.605
O -0.8206 -0.7620 -6.8241 -0.709
N -0.1916 0.0000 1.9519 1.501
N 0.7975 0.7405 -7.0366 -0.323
N 0.0000 0.0000 -1.9627 1.665
C 2.9200 -0.0275 1.5104 -0.324
C 4.1480 -3.8610 -1.8948 -0.526
C -4.6827 1.1541 0.5697 -0.610
C 3.1727 2.6483 -0.2286 -1.443
C 0.6930 -0.4638 2.7768 -0.803
C 3.1429 1.5420 -2.3585 -0.083
C -3.4859 2.0988 0.4666 -0.773
C -2.6159 -0.7582 -1.5395 -0.579
C 3.6613 3.8103 -0.8337 -0.746
C 2.9101 -3.8814 -1.2609 -0.986
C 0.8575 0.7962 -4.0671 -1.443
C -2.2504 0.7119 -1.6558 -0.425
C 4.2880 -1.4721 -1.5265 -0.235
C -0.9285 -0.8621 -4.0044 -2.016
C 4.1866 -0.1451 4.0496 -0.778
C 0.6264 1.9278 0.0000 0.898
C 4.8360 -2.6578 -2.0279 -0.780
C 2.8075 -0.3111 3.9371 -1.061
C 2.3610 -2.6953 -0.7682 -0.474
C 4.3189 0.1286 1.6620 -0.465
C 3.0375 -1.4678 -0.8950 0.882
C -0.0226 -0.0210 -6.2684 0.486
C 4.9431 0.0748 2.9104 -0.831
C 0.8269 0.7678 -2.5878 0.199
C 3.6352 2.7017 -2.9676 -1.453
C 2.1623 -0.2508 2.6833 0.736
C -4.5979 -1.6280 0.9379 -0.703
C -0.9105 -0.8455 -2.6617 -0.146
C 0.0104 0.0097 -4.7712 0.450
C 3.9004 3.8338 -2.2033 -0.798
C -3.2472 -2.3182 0.7223 -0.832
C 2.9353 1.4788 -0.9717 -0.867
H 1.5055 1.3980 -2.0232 0.310
H -3.3393 2.6124 1.4239 0.396
H 3.8375 4.6991 -0.2332 0.470
H -4.8978 0.6846 -0.3931 0.187
H 0.5232 -1.6101 0.0000 -0.346
H 0.3528 -1.0391 3.6589 0.320
H -2.2207 -1.3227 -2.3900 -0.129
H 2.2330 -0.4773 4.8468 0.436
H 0.7376 0.6849 -8.0639 0.229
H 3.7949 2.7222 -4.0427 0.452
H -5.2323 -2.3214 1.5030 0.472
H -3.0287 1.2900 -2.1635 0.777
H -3.7102 2.8814 -0.2669 0.497
H -2.8851 -2.6929 1.6870 0.387
H 2.9620 2.6807 0.8388 0.601
H -5.1232 -1.4715 -0.0084 0.348
H 1.5717 1.4594 -4.5331 0.156
H 4.6651 -0.1897 5.0248 0.388
H 4.8634 -0.5565 -1.6338 0.301
H -1.5913 -1.4776 -2.1005 0.811
H 2.9116 0.6868 -2.9913 1.613
H -2.0405 0.0114 1.6994 -0.295
H 4.5767 -4.7815 -2.2820 0.386
H 1.3912 -2.7402 -0.2732 1.214
H 2.3691 -4.8176 -1.1469 0.438
H -3.6994 -0.8840 -1.5491 0.937
H -5.5658 1.7589 0.8067 0.550
H 4.9535 0.2921 0.7923 0.345
H -3.3973 -3.2021 0.0921 0.505
H 4.2721 4.7384 -2.6764 0.396
H 1.4920 1.3854 -6.6413 0.156
H 5.8047 -2.6395 -2.5204 0.427
H 6.0204 0.1994 2.9832 0.441
H -1.6298 -1.5134 -4.5171 0.545
H -1.3369 0.8139 -2.2527 -0.691
```

Its energy above the lowest of the compared OMol25 structures with the same formula, charge and spin is 75.5 kcal/mol. The LUMO energy (spin up / spin down) comes out at -0.48 / -0.73 eV. The frontier orbital gap (spin up / spin down) comes out at 0.141 / 0.247 hartree. Its expectation value of S² is 8.84. The value obtained for the max |F| is 12.42 eV Å⁻¹. The molecular weight is 704.89 g mol⁻¹. The HOMO energy (spin up / spin down) comes out at -4.33 / -7.44 eV. Its multiplicity is 6.

---

This record from the OMol25 dataset describes C47H40N2O4PS3SbSc as an isolated structure. The level of theory is the ωB97M-V functional and the def2-TZVPD basis.

The geometry in XYZ format:
```
99
Properties=species:S:1:pos:R:3:mulliken_charge:R:1
Sb -2.6948 1.0859 2.0647 0.563
Sc -0.0700 0.3701 -0.8923 0.522
S -1.6641 -0.3662 -3.1779 -0.015
S -0.1889 2.7326 0.4811 -0.450
S -1.2712 -0.5572 1.3031 -0.220
P 1.4698 -1.8741 -1.6971 2.385
O 1.6563 0.4618 0.4215 0.645
O -1.3385 1.0244 -2.7530 -0.541
O -1.5203 -1.1873 -1.9510 -0.411
O -0.1780 -0.7017 -3.9847 -0.259
N 1.4546 1.8473 -2.4704 -0.257
N 1.6263 1.0993 1.5761 0.140
C 5.3172 -2.6652 -2.9960 -0.742
C 3.2749 -1.8362 -2.0117 0.646
C 6.0475 -1.7064 -2.3070 -0.633
C -1.7273 4.5811 5.3662 -0.527
C -2.1214 2.2762 4.8080 -0.724
C 0.9867 2.8927 2.9651 -0.842
C -3.8410 1.9748 0.5186 0.572
C 0.0403 -3.5979 -0.0711 -0.509
C 2.3894 0.5980 2.5703 -0.356
C -1.8797 4.9313 4.0305 -0.602
C 0.8633 2.2196 1.7412 0.376
C -0.1976 -4.0525 -5.4384 -0.729
C 5.3155 1.5338 -4.0985 -0.603
C 2.4872 1.2250 3.7813 -1.010
C 2.7487 1.7553 -3.0227 0.056
C 4.2736 0.7639 -4.6022 -0.652
C -5.3665 2.9757 -1.5684 -0.559
C 0.9630 -5.0350 1.6227 -0.595
C 0.4984 -4.7683 -4.4721 -0.770
C -0.4103 -2.6969 -5.2697 -0.381
C 3.9393 -2.7311 -2.8475 -0.536
C 1.7805 2.4105 3.9776 -0.245
C 5.0654 2.4088 -3.0533 -0.734
C 2.4236 -3.6977 0.2550 -0.532
C -4.1521 0.0289 3.1810 0.452
C 4.0126 -0.8633 -1.3383 -0.144
C -5.4712 0.4676 3.2341 -0.285
C -3.8802 1.3002 -0.6952 -0.526
C -3.7673 -1.1045 3.8904 -0.577
C -4.6396 1.8071 -1.7405 -0.608
C -5.3405 3.6402 -0.3487 -0.707
C 0.9877 -4.1147 -3.3540 -0.758
C 2.2396 -4.6193 1.2805 -0.675
C -2.1351 3.9547 3.0773 -0.423
C -1.8440 3.2534 5.7548 -0.674
C -0.1363 -4.5236 0.9433 -0.730
C 2.9989 0.8739 -4.0741 -0.004
C 3.7931 2.5176 -2.5118 -0.286
C 0.0798 -2.0465 -4.1409 -0.307
C 5.3915 -0.8063 -1.4811 -0.725
C -6.0119 -1.3449 4.7199 -0.424
C 1.3258 -3.1855 -0.4309 0.242
C -4.6970 -1.7876 4.6638 -0.643
C -4.5788 3.1409 0.6982 -0.467
C 0.8038 -2.7416 -3.1716 0.490
C -6.4002 -0.2223 4.0018 -0.663
C -2.2618 2.6272 3.4713 0.720
H 5.9512 -0.0402 -0.9593 0.445
H -5.9572 3.3708 -2.3847 0.388
H 1.2936 2.7242 -1.9888 0.246
H 3.4244 -3.3808 -0.0116 0.417
H -5.9124 4.5491 -0.2121 0.408
H -2.1961 4.2230 2.0308 0.429
H -6.7377 -1.8809 5.3180 0.372
H -5.7830 1.3391 2.6694 0.342
H 0.4209 3.8028 3.0939 0.614
H 3.3864 -3.4831 -3.3945 0.339
H -2.2311 1.2425 5.1183 0.405
H -3.3202 0.3800 -0.8216 0.394
H 0.8229 -5.7538 2.4203 0.379
H 3.4960 -0.1525 -0.7040 0.055
H -4.3960 -2.6701 5.2135 0.394
H -1.1362 -4.8372 1.2154 0.474
H -7.4279 0.1163 4.0351 0.393
H 3.6008 3.2022 -1.6928 0.411
H 6.3114 1.4473 -4.5127 0.418
H 0.6551 -5.8329 -4.5865 0.438
H -0.9622 -2.1159 -5.9978 0.531
H -4.5649 3.6617 1.6479 0.442
H 3.1062 0.7951 4.5548 0.427
H 1.5114 -4.6816 -2.5932 0.539
H -4.6569 1.2895 -2.6911 0.398
H 2.8952 -0.3174 2.3026 0.542
H 0.7235 1.6973 -3.1557 0.334
H 5.8678 3.0150 -2.6504 0.398
H 3.0999 -5.0125 1.8077 0.439
H 2.1835 0.2734 -4.4624 0.273
H -0.8181 -3.1768 -0.5833 0.469
H -1.5180 5.3436 6.1055 0.395
H 7.1221 -1.6523 -2.4282 0.365
H -1.7868 5.9659 3.7252 0.423
H 4.4561 0.0695 -5.4128 0.408
H 5.8201 -3.3652 -3.6516 0.414
H 1.8450 2.9440 4.9165 0.441
H -1.7263 2.9764 6.7945 0.423
H -2.7486 -1.4683 3.8163 0.440
H -0.5829 -4.5527 -6.3175 0.389
```

Its energy above the lowest of the compared OMol25 structures with the same formula, charge and spin is 25.4 kcal/mol. The LUMO energy (spin up / spin down) comes out at 0.44 / 0.41 eV. The frontier orbital gap (spin up / spin down) comes out at 0.190 / 0.298 hartree. Its expectation value of S² is 0.75. The value obtained for the max |F| is 0.74 eV Å⁻¹. The molecular weight is 990.74 g mol⁻¹. The HOMO energy (spin up / spin down) comes out at -4.73 / -7.69 eV. Its multiplicity is 2.

---

This record from the OMol25 dataset describes C40H108As2F12N7O7 as an isolated structure. The level of theory is the ωB97M-V functional and the def2-TZVPD basis.

The geometry in XYZ format:
```
176
Properties=species:S:1:pos:R:3:mulliken_charge:R:1
As -1.2444 -0.9420 -0.0416 2.469
As -1.0621 -4.6409 -4.2109 1.915
F -1.8642 0.7622 0.1221 -0.569
F -1.5854 -5.0236 -5.8807 -0.451
F -1.0173 -1.1042 1.7201 -0.464
F -1.3605 -0.8886 -1.7722 -0.625
F 0.1029 -3.5698 -5.0088 -0.503
F 0.1327 -5.9007 -4.2263 -0.470
F -2.1617 -5.7233 -3.3180 -0.483
F -2.9158 -1.6809 0.1986 -0.587
F 0.4672 -0.3285 -0.1410 -0.475
F -0.5112 -2.5734 -0.2659 -0.650
F -0.4268 -4.1183 -2.6431 -0.500
F -2.1776 -3.2342 -4.0407 -0.616
O 3.2985 -1.3236 -4.4894 -0.337
O -5.4518 3.0422 -4.7884 -0.321
O -5.7532 -2.8525 -4.5174 -0.032
O -1.9698 -4.3077 4.4104 -0.260
O 2.6137 3.8761 -1.1309 -0.357
O 0.5794 2.7609 3.2757 -0.522
O 1.0382 -3.0676 4.6319 0.163
N 5.4812 5.1450 -0.1979 -0.239
N 3.7212 -4.5099 4.2149 0.448
N -1.8531 3.9985 3.0977 -0.235
N -3.5289 5.0732 -3.8099 0.220
N -3.9212 -2.3017 -2.1619 0.405
N 0.9929 -1.7140 -3.1197 0.460
N -2.5769 -5.2037 7.1927 -0.313
C 6.1713 4.1405 0.7740 -0.807
C 3.8747 3.2644 -0.9773 0.407
C -1.7507 -4.1366 2.9498 -0.594
C -3.3663 3.7713 -2.9857 -0.520
C -4.9336 5.2627 -4.4132 -0.833
C 5.0043 4.2428 -1.4083 -1.134
C -1.9542 3.4418 -2.3214 -1.013
C 4.5760 -3.3584 4.7439 -0.996
C 6.5590 6.1248 -0.8043 -0.432
C 1.8506 -5.1263 2.3937 -0.538
C -0.6208 1.8695 3.3871 -0.014
C 0.0615 -2.0113 4.9566 -0.548
C 2.7958 -4.7281 5.4047 -0.924
C 1.7898 2.0044 2.8899 -0.061
C 4.3776 5.9932 0.6366 -0.467
C 5.2465 -6.4718 5.0928 -1.277
C 1.3152 3.2603 -1.1771 -0.619
C -2.0809 -7.5341 6.4144 -1.341
C 2.9705 -4.1356 2.9060 -0.671
C -5.3826 -1.5527 -4.1359 -0.600
C -5.6203 1.8719 -5.6588 -0.758
C 1.8035 -3.5088 5.7795 -1.120
C -2.4537 5.0587 -4.9672 -0.350
C -5.0738 -1.3887 -2.6249 0.150
C -1.7787 2.7011 3.9687 0.177
C 7.0978 7.2581 0.2609 -1.206
C 3.3926 -0.9898 -3.0634 -0.479
C 2.6684 -3.4415 -2.3364 -1.567
C -4.8688 0.1320 -2.1555 -1.785
C 2.3156 -1.8978 -2.4017 0.672
C -3.2112 6.3673 -2.9229 -0.888
C -3.1136 2.0195 3.8781 -1.405
C 4.6320 -5.7557 3.8731 -0.328
C -5.2840 4.2529 -5.4426 -0.685
C -2.5789 6.0862 -6.0749 -1.332
C -1.8154 -6.0315 6.0502 0.718
C -7.0719 -3.3587 -4.3758 -0.454
C -2.2835 -5.6987 4.5933 -0.813
C 3.4431 6.8625 -0.2771 -1.106
C 4.0075 -0.4570 -5.3250 -0.791
H -1.9414 -8.2093 5.5701 0.399
H 3.1060 0.0366 -2.8347 0.182
H -2.2190 4.8286 3.5417 0.393
H 3.8688 2.4604 -1.7133 0.053
H -6.0808 1.1463 -4.9883 0.075
H -1.3614 -7.9148 7.1394 0.407
H 2.4734 2.7005 2.4038 -0.145
H 6.0731 6.5669 -1.6740 0.442
H 4.1388 -6.5071 3.2563 0.337
H 4.6330 4.8682 -2.2202 0.455
H 1.2410 2.4098 -0.4994 0.249
H -3.4969 -5.4129 7.5532 0.362
H 7.2818 5.4358 -1.2413 0.528
H -1.0525 -4.8278 2.4777 0.365
H -4.2069 3.6375 -2.3049 0.492
H 0.5773 -1.1562 5.3934 0.451
H -6.1594 1.8971 -6.6058 0.473
H -7.7686 -2.7497 -4.9518 0.329
H -2.4755 7.1258 -5.7642 0.318
H -5.5660 5.2163 -3.5266 0.522
H 6.3928 8.0749 0.4162 0.323
H -3.5258 6.0010 -6.6081 0.328
H 4.4260 -6.9316 5.6437 0.354
H -2.5640 -4.2042 7.0479 0.275
H -3.0661 -7.6037 6.8754 0.376
H -4.1361 6.4997 -2.3614 0.420
H -2.3477 3.8884 2.2240 0.275
H 1.0649 -5.1035 3.1489 -0.272
H -5.0062 6.2738 -4.8137 0.489
H -0.7563 -5.8128 6.1868 -0.151
H 5.0038 6.5382 1.3429 0.686
H 2.3450 1.4388 3.6382 0.348
H -7.2794 -3.3043 -3.3071 0.336
H 3.5492 0.5045 -5.5562 0.291
H -2.7103 -4.0550 2.4393 0.502
H -3.5651 2.1167 2.8908 0.335
H -1.7715 -6.3793 3.9131 0.437
H -4.0854 0.6376 -2.7201 0.463
H -2.2480 6.2588 -2.4244 0.289
H 5.0792 -3.7259 5.6383 0.474
H 5.4559 3.4516 1.2230 0.264
H -0.8964 1.3816 2.4521 0.050
H 4.9622 -0.2758 -4.8314 0.326
H -7.2261 -4.3265 -4.8528 0.319
H 5.4413 -3.1717 4.1079 0.380
H 0.2153 -2.2057 -2.7031 -0.259
H 7.4056 6.7776 1.1896 0.369
H 5.9048 -5.9255 5.7683 0.329
H 2.7740 -3.8493 -3.3417 0.361
H -2.4119 4.0249 -5.3099 0.521
H -3.1820 7.2518 -3.5593 0.426
H 4.0588 -0.8956 -6.3216 0.267
H 5.9333 3.7849 -1.7478 0.497
H -0.7254 -2.3630 5.6240 0.196
H -4.2638 -2.9000 -1.4238 0.490
H -6.2439 -0.9031 -4.2920 0.527
H 6.6387 4.6123 1.6383 0.399
H -1.1141 4.0192 -2.7074 0.237
H -4.6374 4.2477 -6.3201 0.404
H 0.9553 2.9075 -2.1436 0.281
H 2.0182 -4.0207 -1.6807 0.299
H 3.0839 6.2633 -1.1137 0.258
H 1.3736 -4.8197 1.4628 0.424
H 0.6915 4.1257 -0.9528 0.261
H 3.4412 -4.9107 6.2640 0.524
H -5.8935 -1.8472 -2.0717 0.355
H -6.3240 4.4641 -5.6915 0.537
H 3.6774 -3.5153 -1.9307 0.479
H -3.3617 1.0516 4.3137 0.363
H 3.8806 5.2013 1.1969 0.287
H -4.6150 1.5074 -5.8701 0.322
H -0.3788 1.1422 4.1621 0.219
H -1.9651 3.7093 -1.2648 0.386
H 0.9271 -2.0501 -4.0698 0.446
H -0.8627 4.1347 2.9537 0.354
H -3.6032 -2.9995 -2.8192 0.345
H 4.3865 -1.2109 -2.6741 0.576
H 2.5786 7.1108 0.3387 0.381
H 3.9155 2.8690 0.0376 0.078
H 4.0050 7.7679 -0.5067 0.318
H -3.7973 2.6233 4.4748 0.437
H -3.5164 3.0304 -3.7710 0.238
H 0.7945 -0.7558 -3.3701 0.322
H -4.4650 -1.1904 -4.5993 0.428
H -1.4649 2.9368 4.9857 0.423
H -1.4260 5.1580 -4.6178 0.306
H 2.1753 -1.6082 -1.3602 -0.160
H -1.7897 5.8280 -6.7809 0.435
H 5.4899 -5.4296 3.2850 0.370
H 3.5763 -4.0444 2.0045 0.537
H 5.6665 -7.3823 4.6654 0.421
H 2.3517 -2.6518 6.1708 0.594
H 2.2933 -5.6471 5.1031 0.541
H -1.6595 2.3925 -2.3363 0.210
H -3.3392 -5.9083 4.4210 0.418
H 4.0521 -2.4144 4.8937 0.247
H 1.5271 1.2495 2.1489 0.005
H 8.0720 7.5674 -0.1177 0.404
H -0.4893 -1.6143 4.1039 -0.127
H -4.5774 0.4306 -1.1485 0.552
H -5.7237 0.7593 -2.4078 0.526
H 2.7212 -3.0782 2.9943 0.399
H 2.2821 -6.1188 2.2637 0.302
H -3.2317 -1.6790 -1.7659 -0.385
H 6.8982 3.5594 0.2065 0.417
H -1.9395 -5.2602 7.9741 0.396
H -1.1489 -3.2513 2.7447 -0.237
H 1.0288 -3.8333 6.4742 0.380
```

The LUMO energy (spin up / spin down) comes out at -11.46 / -17.22 eV. The frontier orbital gap (spin up / spin down) comes out at 0.311 / 0.099 hartree. Its net charge is +6. Its expectation value of S² is 0.75. The value obtained for the max |F| is 3.70 eV Å⁻¹. The molecular weight is 1177.17 g mol⁻¹. The HOMO energy (spin up / spin down) comes out at -19.92 / -19.92 eV. Its multiplicity is 2.

---

This record from the OMol25 dataset describes the molecule C4H4OS. The level of theory is the ωB97M-V functional and the def2-TZVPD basis.

The geometry in XYZ format:
```
10
Properties=species:S:1:pos:R:3:mulliken_charge:R:1
S 0.1280 0.3072 1.4270 -0.054
O -2.3944 -0.6161 1.0651 -0.486
C 1.0102 0.3165 -1.2511 -0.445
C 0.3914 -0.4820 -0.1830 -0.640
C -1.5357 -0.0721 1.7695 0.167
C 1.6681 0.8482 -2.1343 0.133
H -0.6489 -0.8382 -0.4097 0.309
H -1.7577 0.4114 2.7666 0.260
H 0.9638 -1.3661 -0.1566 0.367
H 2.1752 1.4911 -2.8935 0.387
```

Its energy above the lowest of the compared OMol25 structures with the same formula, charge and spin is 51.1 kcal/mol. The LUMO energy comes out at 0.73 eV. The frontier orbital gap comes out at 0.395 hartree. The SMILES is C#CCSC=O. The value obtained for the max |F| is 2.96 eV Å⁻¹. The molecular weight is 100.14 g mol⁻¹. The HOMO energy comes out at -10.03 eV.